# 1
The following is a DFT calculation (ωB97M-V/def2-TZVPD) of the molecule C5H11N3 at a distorted geometry.

**LUMO level (spin up / spin down)**: -0.019 / -0.018 Eh
**ΔE to the lowest compared entry with this formula, charge and spin**: 4.6912 eV
**E_tot**: -9829.215 eV

Each line ends with the Mulliken charge.
CARTESIAN COORDINATES (ANGSTROEM)
C 0.6157 -0.1949 1.5668  -0.660
C 1.6004 0.3853 -0.5065  -0.736
C -1.4383 -1.1995 -0.1901  -1.424
N 1.5165 -0.5328 0.6083  -0.175
C -1.0080 0.1509 0.3310  0.875
C 0.1651 1.0016 -0.8450  0.027
N -1.8842 0.8655 0.9196  -0.808
N -0.2216 0.9365 -2.1132  -0.765
H 1.4894 -1.5077 0.3391  0.333
H -1.5050 1.7616 1.2332  0.261
H -0.0641 -0.0073 -2.4852  0.258
H 0.6834 0.8253 1.9249  0.338
H 0.3419 -0.9694 2.2735  0.367
H 2.0294 -0.1323 -1.3645  0.417
H 2.2412 1.2274 -0.2457  0.227
H 0.0988 2.0215 -0.4477  0.446
H -0.6655 -1.6520 -0.8150  0.333
H -2.3267 -1.1031 -0.8129  0.341
H -1.6685 -1.8767 0.6295  0.344

Forces on atoms 1 to 2 (eV/Å):
-0.624 0.591 -1.625
-0.573 -0.623 0.645

***

# 2
The following is a DFT calculation (ωB97M-V/def2-TZVPD) of a structure of composition C13H31AgN2O7 at a distorted geometry.

**2S+1**: 2
**Net charge**: -1
**LUMO level (spin up / spin down)**: 0.092 / 0.037 Eh
**E_tot**: -35291.771 eV

Each line ends with the Löwdin spin population.
CARTESIAN COORDINATES (ANGSTROEM)
Ag -0.3073 0.7238 -0.2547  0.569
C -1.4318 2.4446 2.8327  0.002
O -0.8762 1.6579 1.7529  0.014
H -1.3926 2.0467 3.8467  0.000
H -0.9823 3.4370 2.8682  0.000
H -2.4885 2.7037 2.7669  0.000
C 0.3515 -1.9575 -3.6718  0.000
C 0.7156 -0.5160 -3.4596  0.001
O 0.3194 0.0953 -2.4615  0.014
O 1.4620 0.0360 -4.2321  0.005
H -0.0782 -2.1574 -4.6534  0.000
H -0.3621 -2.3786 -2.9635  0.000
H 1.2421 -2.5694 -3.5291  0.000
C 0.4068 5.1163 -0.6540  0.000
C 0.8863 3.9670 -1.4829  0.006
O 1.5796 4.1626 -2.4554  0.044
O 0.5154 2.7830 -1.2257  0.140
H -0.6337 5.2417 -0.9536  0.000
H 1.0366 5.9924 -0.8083  0.000
H 0.5144 4.9199 0.4127  0.000
C 2.4529 -1.7714 -0.3821  0.000
C 2.2390 -0.8851 0.8814  0.005
C 3.5326 -0.9570 1.7578  0.003
O 3.5960 -2.2051 2.4526  0.001
C 2.8420 -2.4377 3.6022  0.000
N 1.8584 0.4457 0.4022  0.072
H 3.1897 -1.2822 -1.0192  0.000
H 1.5575 -1.9652 -0.9727  0.000
H 2.7397 -2.7995 -0.1607  0.000
H 1.3845 -1.2496 1.4515  0.001
H 3.4972 -0.1893 2.5308  0.000
H 4.4503 -0.8411 1.1812  0.000
H 2.9598 -3.4787 3.9033  0.000
H 1.7962 -2.1348 3.5512  0.000
H 3.3337 -1.9487 4.4432  0.000
H 2.6168 0.7135 -0.2087  0.003
H 2.0546 1.0200 1.2094  0.000
C -4.3386 -0.6561 -1.5305  0.005
C -3.1036 -0.3487 -0.6468  0.003
C -2.1389 -1.5255 -0.6248  0.001
O -1.1136 -1.1740 0.3151  0.018
C -1.5464 -1.5769 1.6097  0.002
N -2.3683 0.7433 -1.2598  0.087
H -4.0962 -1.0807 -2.5047  0.000
H -4.9478 0.2330 -1.6933  0.000
H -4.9604 -1.3474 -0.9618  0.001
H -3.3588 -0.0662 0.3745  0.000
H -1.7349 -1.7242 -1.6175  0.000
H -2.6547 -2.4670 -0.4362  0.000
H -0.8198 -1.1970 2.3280  0.000
H -1.6174 -2.6503 1.7853  0.001
H -2.4349 -1.0559 1.9665  0.000
H -2.9432 1.5668 -1.1523  0.001
H -2.4002 0.5439 -2.2494  0.002

Forces on atoms 1 to 2 (eV/Å):
1.145 2.904 -1.216
0.685 -0.510 -2.004

***

# 3
The following is a DFT calculation (ωB97M-V/def2-TZVPD) of a cluster of 40 separate species, H80O40 in total at a distorted geometry.

**LUMO level**: -0.019 Eh
**ΔE to the lowest compared entry with this formula, charge and spin**: 9.3676 eV
**E_tot**: -83196.448 eV

Each line ends with the Mulliken charge.
CARTESIAN COORDINATES (ANGSTROEM)
H 1.2767 1.4544 -1.5007  -0.115
H 1.7175 2.0933 -0.0831  0.137
O 0.9854 1.7805 -0.6142  -0.245
H 0.3613 4.8841 -0.3593  0.229
H -0.1873 6.0942 -1.1025  0.334
O -0.0588 5.1277 -1.2367  -0.632
H 2.1717 -0.4243 -2.2930  -0.362
H 1.7180 0.2103 -3.5643  0.084
O 1.8316 0.4498 -2.6307  0.525
H 3.2975 -3.3127 3.0574  0.272
H 3.3232 -1.8741 3.4151  0.413
O 2.8474 -2.7032 3.6881  -0.668
H -3.1643 2.6236 4.2562  0.370
H -3.9562 1.4873 4.8065  0.326
O -3.3411 2.1855 5.1124  -0.642
H -2.5900 -1.7649 -4.2893  0.441
O -2.1993 -1.3135 -5.0591  -0.723
H -3.7980 -2.3781 5.3196  0.262
O -3.0906 -2.4203 4.6970  -0.529
H 2.9464 -0.6862 -5.0622  0.268
H 4.0112 -1.8449 -4.5581  0.242
O 3.3098 -1.2207 -4.3520  -0.476
H -4.3044 -3.1727 -3.9592  0.230
H -3.7386 -2.8694 -2.4724  0.268
O -3.6396 -2.7838 -3.4124  -0.565
H 3.8522 1.0093 -3.8184  0.266
H 3.2384 2.3011 -3.2650  0.367
O 4.0888 1.8037 -3.3292  -0.665
H 2.7083 4.6943 1.0983  0.272
H 1.1278 4.6881 1.3710  0.288
O 1.8408 4.3105 0.8710  -0.540
H 1.9087 -1.6177 -0.2341  0.245
O 2.4077 -0.8369 0.0933  0.138
H -0.6313 -2.8977 -4.8365  0.288
H -0.4476 -3.7730 -5.9410  0.326
O -0.3575 -3.8266 -4.9615  -0.576
H 2.6566 4.4287 -1.6792  0.241
H 1.4029 5.1939 -2.0154  0.477
O 2.2540 4.8324 -2.4563  -0.737
H -3.4087 1.0942 -0.8790  0.194
H -4.2513 0.5999 0.0534  0.267
O -4.3753 1.0922 -0.7670  -0.418
H 2.5911 -5.6145 -2.9655  0.290
H 1.3673 -4.9901 -3.6925  0.229
O 2.1158 -4.8130 -3.1385  -0.536
H 1.6536 -2.2831 -2.1982  0.081
H 3.2277 -2.4754 -2.0249  0.243
O 2.3390 -2.4719 -1.5807  -0.423
H -4.9799 -0.6638 3.9972  0.225
H -4.9913 -1.4652 2.6309  0.357
O -4.6062 -0.7035 3.1307  -0.506
H 0.3916 -2.1024 3.9745  0.170
O 0.7203 -1.8320 4.8216  -0.499
H -2.1878 1.6602 0.7577  0.271
H -2.6627 1.9801 2.1286  -0.021
O -2.9576 1.5942 1.3022  -0.269
H -4.3362 -2.4782 -0.0317  0.399
O -5.2146 -2.7180 -0.3024  -0.638
H -1.1439 -2.3838 0.7907  0.089
H -0.8362 -3.8126 0.2230  0.240
O -1.5212 -3.2499 0.5671  -0.358
H -2.0902 3.3354 -3.5309  0.307
H -1.7467 4.5932 -2.8093  0.242
O -2.3443 3.8605 -2.7544  -0.522
H 0.7937 3.3857 -3.2639  0.283
H 1.7807 3.9488 -4.1507  0.343
O 1.0556 3.2181 -4.1920  -0.596
H 3.8381 -4.1532 -3.3383  0.373
H 4.7414 -4.0000 -2.0962  0.307
O 4.4360 -3.4874 -2.8847  -0.720
H 5.6505 0.1117 -1.2587  0.236
H 4.0397 0.0410 -1.4789  0.253
O 4.7818 0.3110 -0.8404  -0.571
H -1.5311 4.4058 3.8904  0.236
H -2.2401 4.0845 2.4875  0.250
O -1.9705 3.7208 3.3177  -0.590
H -1.0219 1.0855 -2.7824  0.192
H -1.9883 0.4953 -3.9286  0.244
O -1.1813 0.9590 -3.7011  -0.530
H 4.5580 -0.5723 2.0744  0.084
H 3.7065 -1.3025 0.9781  0.467
O 4.2526 -1.4562 1.7962  -0.808
H 5.0659 0.3730 1.0215  0.432
H 5.3687 1.5902 0.5101  0.320
O 5.1091 1.3126 1.4010  -0.590
H 0.9460 -6.2631 0.2369  0.262
H -0.3638 -5.5202 0.4319  0.281
O 0.5967 -5.4100 0.4624  -0.550
H -3.1379 -3.7996 2.0467  0.241
O -3.8927 -3.2383 2.1813  -0.630
H 1.9635 3.2388 3.3723  0.296
H 0.9075 2.7089 4.4139  0.287
O 1.6572 3.2892 4.2820  -0.607
H 1.4728 -2.3339 5.0865  0.290
H -2.9579 -0.7621 -5.3660  0.295
H -5.8311 -3.2828 0.1233  0.256
H -2.4457 -1.7369 4.8820  0.307
H 1.6395 -0.2595 0.2962  -0.172
H -3.5085 -2.4618 2.6391  0.147
O -5.8474 1.0490 -3.0361  -0.620
H -5.6777 0.1241 -3.0724  0.295
H -6.0478 1.2816 -2.1155  0.293
O 4.6746 0.4027 4.0951  -0.611
H 4.7360 1.2950 3.7383  0.325
H 3.8122 -0.0073 3.9327  0.147
O -1.2496 -1.1007 -1.5669  0.014
H -0.8016 -1.7357 -2.1284  0.112
H -0.4944 -0.7320 -1.0969  -0.062
O -4.4261 4.3236 0.3327  -0.652
H -4.0594 3.5543 0.7517  0.367
H -4.8588 4.2042 -0.5290  0.296
O 1.1875 0.3935 2.5831  0.095
H 0.8353 0.1653 3.4314  0.067
H 2.1377 0.1997 2.5169  0.054
O -1.5459 -0.4900 1.6895  0.177
H -0.8372 -0.0387 2.1236  -0.029
H -2.1004 -1.0000 2.2664  0.175
O 0.9050 0.5980 6.6440  -0.648
H 1.6896 0.6072 6.0627  0.299
H 0.7408 -0.3516 6.4757  0.341

Forces on atoms 1 to 2 (eV/Å):
0.220 0.316 0.866
0.329 0.109 -0.194

***

# 4
The following is a DFT calculation (ωB97M-V/def2-TZVPD) of the molecule C13H19N3O4 at a distorted geometry.

**SMILES string**: CC(C)c1onc(C(=O)NC2CCCCC2)c1[N+](=O)[O-]
**LUMO level**: -0.012 Eh
**ΔE to the lowest compared entry with this formula, charge and spin**: 4.8269 eV
**E_tot**: -26446.324 eV

Each line ends with the Mulliken charge.
CARTESIAN COORDINATES (ANGSTROEM)
C -3.8727 -2.0014 1.1621  -1.622
C -3.2794 -1.1385 0.0527  0.656
C -2.9968 -1.9673 -1.2085  -1.320
C -2.0118 -0.4991 0.4997  -0.197
O -1.3312 -0.9980 1.5214  -0.229
N -0.1936 -0.2769 1.7338  -0.837
C -0.1462 0.6637 0.8367  0.161
C 0.8081 1.8189 0.8642  -0.021
O 0.4031 2.8632 1.3306  -0.655
N 2.0412 1.6623 0.3687  -0.023
C 2.7065 0.4744 -0.1397  -0.301
C 3.0441 -0.5122 0.9837  -0.481
C 3.8517 -1.6794 0.4211  -0.812
C 3.0916 -2.3716 -0.7065  -0.553
C 2.7475 -1.3769 -1.8119  -0.951
C 1.9155 -0.2308 -1.2431  -0.066
C -1.3009 0.5790 -0.0014  1.347
N -1.5828 1.3880 -1.1250  0.989
O -2.6926 1.3026 -1.6120  -0.654
O -0.6855 2.0871 -1.5438  -0.621
H -4.8167 -2.4252 0.8313  0.437
H -3.1959 -2.8127 1.4180  0.326
H -4.0526 -1.4086 2.0552  0.381
H -3.9747 -0.3372 -0.2182  0.385
H -3.9122 -2.4556 -1.5295  0.418
H -2.6500 -1.3291 -2.0169  0.377
H -2.2478 -2.7297 -1.0061  0.319
H 2.5961 2.5048 0.4310  0.290
H 3.6450 0.8290 -0.5808  0.448
H 3.6177 0.0012 1.7577  0.298
H 2.1217 -0.8752 1.4392  0.191
H 4.8058 -1.3094 0.0383  0.358
H 4.0658 -2.3932 1.2180  0.373
H 2.1707 -2.8033 -0.3083  0.301
H 3.6938 -3.1854 -1.1139  0.337
H 3.6671 -0.9815 -2.2482  0.413
H 2.1899 -1.8775 -2.6054  0.360
H 1.6520 0.4867 -2.0222  0.299
H 0.9946 -0.6461 -0.8342  -0.121

Forces on atoms 1 to 2 (eV/Å):
0.024 0.157 -0.056
-0.059 -0.288 0.067